153
Properties=species:S:1:pos:R:3:forces:R:3:lowdin_charge:R:1 method="wB97M-V/def2-TZVPD" homo_energy_ev=-8.6363 spin_multiplicity=1 energy_ev=-131779.159 lumo_energy_ev=-0.5 homo_lumo_gap_ev=8.102
C 6.6191 -1.1643 -2.5868 0.1 0.7 -0.3 -0.101
C 5.7302 -0.5207 -3.8398 0.5 -0.7 0.6 -0.218
O 5.1692 0.7467 -3.3208 -1.3 -1.5 -0.5 -0.249
C 4.0387 0.4928 -2.4226 0.2 -1.2 1.0 -0.198
C 2.9818 1.7168 -2.2230 0.3 0.3 1.8 -0.053
C 3.1706 3.0201 -3.1795 -2.0 -1.6 -1.7 -0.193
O 4.4539 3.6915 -3.3479 -1.1 -1.1 2.3 -0.098
C 5.2847 3.7421 -2.1512 1.4 0.8 1.5 -0.116
C 4.8105 4.8008 -0.9894 1.8 1.4 -0.1 -0.347
C 6.2109 5.3565 -0.2780 -0.6 -0.3 0.6 -0.084
O 4.0060 4.2190 0.0948 -0.8 1.9 -1.1 -0.108
C 2.8869 2.5022 -4.7466 -0.9 -2.8 -0.8 -0.112
O 2.6904 1.2768 -5.2287 1.4 8.7 2.6 0.039
O 2.8565 3.8361 -5.4295 -0.5 -2.2 0.6 -0.042
C 2.1645 4.8943 -4.6201 -1.1 -1.9 -1.7 -0.234
C 3.0241 6.2894 -4.5831 2.6 -0.9 1.3 0.012
C 4.0231 6.4261 -5.9129 -1.6 2.6 -5.2 -0.132
O 3.6514 7.0340 -7.0433 3.1 -4.5 8.0 0.012
F 5.4044 5.8342 -5.7563 -4.4 1.9 -0.4 -0.032
C 0.8885 5.2416 -5.5876 -0.1 0.8 -1.0 -0.178
C -0.1643 6.3471 -4.9844 -0.9 0.0 -0.8 -0.059
F 0.1693 4.0115 -6.0905 1.4 2.6 1.7 -0.092
C 1.8832 4.0908 -3.1802 -1.1 2.1 0.3 -0.186
O 1.8624 5.1709 -2.1877 -0.5 0.1 -0.4 -0.062
C 0.3619 3.4409 -2.9795 0.2 -1.0 -1.4 -0.081
O 0.1678 3.1219 -1.5406 -2.3 -1.5 -1.4 -0.162
C -1.0491 2.3253 -1.3217 -2.5 -2.5 0.8 -0.140
C -2.5306 2.7381 -1.9070 0.2 -2.7 1.8 -0.016
C -3.8789 1.8218 -1.5839 4.2 -1.7 2.0 -0.069
C -3.6720 0.4661 -0.6407 2.9 1.9 -0.8 -0.062
C -2.1799 0.0024 -0.0777 -0.2 3.8 -2.2 -0.034
C -0.8536 0.9330 -0.4158 -3.7 0.9 -1.3 0.032
H 6.0385 -2.0148 -2.0183 1.3 1.6 -1.3 0.082
H 6.8200 -0.2806 -1.8137 -0.4 -1.9 -1.7 0.089
H 7.6613 -1.4984 -3.0122 -2.1 0.3 1.0 0.077
H 4.8893 -1.2787 -4.1954 1.5 1.7 0.8 0.130
H 6.4047 -0.3178 -4.7952 -1.4 -0.1 2.2 0.121
H 4.5083 0.2365 -1.3559 -1.1 0.6 -2.1 0.135
H 3.4511 -0.4839 -2.7480 1.2 2.1 0.4 0.136
H 3.0928 2.0832 -1.0924 -0.3 -0.6 -2.5 0.135
H 1.8929 1.2296 -2.2677 2.3 1.5 -0.4 0.135
H 6.3553 4.1338 -2.5119 -2.6 -0.8 0.5 0.159
H 5.4985 2.7223 -1.6204 -0.7 1.6 -1.3 0.144
H 4.3275 5.7427 -1.5100 0.5 -2.1 1.1 0.136
H 6.6456 6.3119 -0.8037 -0.7 -2.1 0.8 0.085
H 6.9675 4.4569 -0.2544 -1.2 2.0 0.0 0.088
H 5.9588 5.6539 0.8490 0.5 -0.7 -2.5 0.095
H 3.3821 4.9455 0.4477 1.5 -1.7 -1.0 0.133
H 3.7738 6.1913 -3.6591 -1.7 0.2 -2.1 0.130
H 2.4005 7.2585 -4.3840 1.1 -2.0 -1.0 0.139
H 1.3475 5.7335 -6.5740 -0.9 -1.4 2.2 0.163
H -1.1790 5.8441 -4.6550 2.2 0.9 -0.6 0.087
H -0.4569 7.0858 -5.8750 0.7 -1.6 2.1 0.107
H 0.2580 6.9856 -4.0912 -0.8 -1.4 -1.8 0.082
H 1.0172 5.7236 -2.3031 1.8 -1.6 0.1 0.130
H -0.5010 4.1739 -3.2725 2.0 -1.1 0.3 0.112
H 0.2677 2.4831 -3.6812 0.0 1.8 1.7 0.157
H -2.6518 3.7101 -2.5738 0.3 -2.3 1.6 0.081
H -4.9595 2.0957 -1.9914 2.7 -0.5 1.0 0.077
H -4.5957 -0.2168 -0.3401 2.2 1.7 -0.8 0.087
H -2.0669 -0.9794 0.5832 -0.3 2.4 -1.7 0.069
H 0.2326 0.6317 -0.0258 -2.7 0.8 -1.0 0.112
C -1.9148 -4.9431 -0.7972 0.2 -0.2 -0.2 0.053
N -1.7853 -3.7723 0.1119 0.3 0.5 0.3 -0.404
O -0.6411 -3.3870 0.3790 -1.8 -0.2 0.0 0.047
O -2.8359 -3.2734 0.5317 1.5 -0.4 -0.3 0.021
H -0.9164 -5.2775 -1.0870 -0.2 0.2 0.2 0.102
H -2.4407 -5.7283 -0.2503 -0.1 0.2 -0.1 0.107
H -2.4824 -4.6197 -1.6721 0.0 -0.1 0.2 0.082
C -1.5009 -2.6357 3.6095 0.1 0.3 -0.1 0.046
N -1.6328 -3.3792 4.8915 0.1 -0.1 0.8 -0.396
O -1.1953 -2.8323 5.9106 -0.8 -1.1 -1.2 0.057
O -2.1716 -4.4909 4.8385 0.6 1.7 0.3 0.031
H -1.0112 -1.6792 3.8045 -0.1 -0.3 0.1 0.104
H -0.8981 -3.2469 2.9347 -0.2 0.1 0.1 0.089
H -2.5066 -2.4805 3.2136 0.2 -0.2 0.0 0.099
C -3.7396 4.1028 2.2659 0.2 0.2 -0.2 0.040
N -3.5536 2.6641 2.5968 0.5 -0.9 0.0 -0.419
O -2.3939 2.2364 2.6300 -1.8 0.3 0.1 0.039
O -4.5770 2.0050 2.8136 1.4 0.7 -0.2 0.028
H -2.7602 4.5567 2.1003 -0.2 -0.3 0.1 0.102
H -4.3476 4.1567 1.3605 0.0 -0.1 0.2 0.100
H -4.2445 4.5729 3.1122 0.1 -0.2 -0.4 0.054
C -0.3009 -0.7195 -5.7414 0.1 0.3 -0.1 0.045
N -0.4328 -1.4631 -4.4594 -0.1 -0.4 0.9 -0.417
O 0.0047 -0.9162 -3.4403 -0.7 -1.0 -1.2 0.037
O -0.9716 -2.5747 -4.5123 0.8 1.5 0.3 0.043
H 0.1888 0.2369 -5.5464 0.0 -0.3 0.0 0.077
H 0.3019 -1.3308 -6.4162 -0.2 0.0 0.1 0.105
H -1.3066 -0.5644 -6.1373 0.2 -0.2 0.1 0.093
C -2.7779 -1.9793 8.7407 0.2 0.1 -0.3 0.027
N -2.7333 -1.4871 10.1442 0.1 0.4 1.0 -0.428
O -1.8842 -0.6305 10.4168 -1.3 -1.2 -0.2 0.051
O -3.5518 -1.9745 10.9324 1.2 0.8 -1.0 0.046
H -2.0063 -1.4671 8.1620 -0.2 -0.1 0.3 0.085
H -2.5928 -3.0551 8.7629 -0.1 0.2 0.0 0.102
H -3.7702 -1.7549 8.3443 0.1 -0.2 0.2 0.101
C -2.2682 -7.2366 6.0051 0.0 0.3 -0.2 0.034
N -1.3357 -8.3862 5.8547 0.3 -0.8 0.1 -0.408
O -0.3934 -8.2511 5.0656 -1.0 -0.4 1.1 0.032
O -1.5763 -9.3918 6.5329 0.6 1.4 -1.1 0.053
H -1.9373 -6.4255 5.3530 0.0 -0.5 0.3 0.057
H -3.2640 -7.5803 5.7179 0.3 -0.1 0.3 0.058
H -2.2416 -6.9255 7.0514 0.0 -0.2 -0.1 0.110
C 2.5852 -7.2010 6.4868 0.2 -0.2 -0.2 0.039
N 2.7147 -6.0302 7.3959 0.1 0.7 0.6 -0.420
O 3.8589 -5.6449 7.6629 -1.6 -0.2 -0.2 0.046
O 1.6641 -5.5313 7.8157 1.6 -0.5 -0.5 0.045
H 3.5836 -7.5354 6.1969 -0.2 0.2 0.2 0.097
H 2.0593 -7.9862 7.0337 -0.1 0.2 -0.2 0.104
H 2.0176 -6.8776 5.6119 -0.1 -0.1 0.3 0.096
C -6.1481 -6.5601 3.6274 0.0 0.2 -0.3 0.046
N -5.2612 -7.5434 4.3061 0.5 -0.7 0.2 -0.420
O -4.2687 -7.9356 3.6816 -1.3 0.4 1.0 0.054
O -5.5867 -7.8938 5.4463 0.7 0.4 -1.6 0.054
H -5.7427 -6.3437 2.6367 0.0 -0.1 0.3 0.096
H -7.1396 -7.0105 3.5484 0.2 0.1 0.2 0.103
H -6.1694 -5.6573 4.2411 -0.1 -0.2 0.0 0.103
C -6.2282 -3.9937 -3.0299 0.0 0.2 -0.3 0.045
N -5.3414 -4.9769 -2.3512 0.6 -0.7 0.4 -0.416
O -4.3488 -5.3691 -2.9756 -1.3 0.4 1.1 0.044
O -5.6668 -5.3273 -1.2109 0.7 0.4 -1.6 0.043
H -5.8229 -3.7772 -4.0205 0.0 -0.1 0.3 0.099
H -7.2198 -4.4440 -3.1089 0.2 0.1 0.2 0.102
H -6.2496 -3.0908 -2.4162 -0.1 -0.2 0.0 0.102
C 3.3021 -2.0549 7.6764 -0.3 -0.2 0.0 0.039
N 4.1602 -1.2580 6.7584 0.6 0.6 -0.6 -0.426
O 3.6843 -0.9571 5.6575 0.9 -0.3 1.4 0.044
O 5.2871 -0.9573 7.1689 -1.6 -0.3 -0.8 0.047
H 2.3444 -2.2462 7.1878 0.3 0.1 0.0 0.091
H 3.8230 -2.9919 7.8838 0.0 0.2 0.1 0.083
H 3.1605 -1.4689 8.5867 0.2 -0.1 -0.1 0.103
C -5.0979 4.5746 6.6673 -0.3 -0.2 0.0 0.045
N -4.2398 5.3715 5.7493 0.9 0.6 -0.2 -0.406
O -4.7157 5.6725 4.6484 0.7 -0.1 1.5 0.019
O -3.1129 5.6723 6.1598 -1.8 -0.4 -0.9 0.070
H -6.0556 4.3834 6.1787 0.3 0.1 0.0 0.099
H -4.5770 3.6377 6.8747 0.0 0.3 0.1 0.105
H -5.2395 5.1606 7.5776 0.2 -0.2 -0.1 0.104
C -5.3998 1.8705 -5.3364 0.2 0.3 -0.1 0.034
N -5.2139 0.4318 -5.0056 0.5 -1.1 0.2 -0.424
O -4.0542 0.0040 -4.9723 -1.8 0.4 0.0 0.046
O -6.2373 -0.2274 -4.7887 1.5 0.8 -0.2 0.040
H -4.4205 2.3244 -5.5020 -0.2 -0.2 0.1 0.096
H -6.0078 1.9244 -6.2418 0.0 0.0 0.3 0.102
H -5.9048 2.3406 -4.4901 0.0 -0.1 -0.2 0.092
C 5.9715 1.1606 -8.1547 -0.1 0.3 -0.1 0.041
N 6.9040 0.0109 -8.3051 0.8 -0.7 -0.2 -0.426
O 7.8464 0.1461 -9.0942 -1.3 -0.4 1.2 0.053
O 6.6635 -0.9946 -7.6270 0.5 1.3 -1.0 0.038
H 6.3025 1.9716 -8.8069 0.0 -0.3 0.1 0.096
H 4.9757 0.8169 -8.4419 0.2 0.0 0.2 0.103
H 5.9981 1.4717 -7.1084 -0.1 -0.2 -0.1 0.097